Record 1
{
  "formula": "C27H57Cl8F6InN8O11S2",
  "method": "wB97M-V/def2-TZVPD",
  "symbols": ["H", "N", "Cl", "H", "H", "C", "Cl", "H", "H", "H", "H", "N", "O", "H", "S", "C", "C", "C", "S", "C", "H", "F", "H", "H", "F", "H", "H", "H", "H", "H", "H", "H", "C", "C", "C", "H", "H", "F", "H", "C", "C", "N", "C", "C", "O", "C", "O", "H", "Cl", "Cl", "F", "N", "H", "N", "Cl", "H", "H", "H", "O", "C", "O", "F", "O", "H", "C", "N", "H", "H", "H", "C", "H", "H", "C", "C", "H", "H", "H", "Cl", "H", "H", "H", "O", "H", "H", "O", "C", "H", "Cl", "O", "C", "C", "H", "H", "C", "C", "H", "H", "O", "H", "In", "H", "N", "H", "Cl", "C", "H", "C", "H", "O", "H", "C", "F", "H", "H", "H", "N", "H", "H", "H", "C"],
  "xyz": [[1.81274, -1.50257, -5.43190], [0.05820, -4.27394, 3.96384], [0.69347, 5.53971, -2.80979], [-4.77253, -4.30357, -1.38381], [-2.75429, -0.52401, -3.77519], [4.44068, -2.22598, 0.51886], [0.44862, 5.09702, -7.71371], [-2.91986, -2.60094, -6.21775], [-1.35734, 5.84377, -3.88541], [-1.72574, -1.97705, 3.11000], [6.17533, 3.03119, 0.77390], [-2.66310, -1.72436, 2.83140], [0.19035, -2.50169, -3.60703], [1.20250, -5.56097, 5.32168], [-0.39895, 0.99216, 0.05747], [0.21226, -5.18246, 5.06819], [0.82747, 1.30709, -3.23229], [2.23754, -3.11148, 4.06694], [1.64582, 0.51105, -1.59193], [-4.42376, 2.84457, -0.43891], [-2.78334, 3.85741, 6.80182], [1.79126, 1.71591, -4.06847], [1.39247, -2.89178, -6.39245], [5.34152, 1.41777, -2.63107], [-0.58384, 1.12673, 2.69124], [-4.98219, -2.60156, 1.13198], [-1.98808, -3.91707, -6.84868], [-5.77369, 2.88149, 7.96354], [-4.59261, -0.81418, 1.24610], [-2.22126, -0.78817, -2.10951], [-1.27341, 3.35462, 5.18198], [5.62186, -3.32713, -0.99466], [5.92749, 2.62997, -0.20880], [7.03217, 0.85474, -1.50094], [-2.92087, -2.09746, 1.60430], [7.99252, 2.12183, -0.27960], [-3.80117, -5.21904, -2.61315], [0.15074, 0.33001, -3.89315], [3.71779, 0.11337, 1.40061], [0.94793, -3.51012, 3.34977], [5.68157, 0.48214, -2.18716], [5.17394, -1.36777, 1.12639], [-4.68432, 2.89132, 7.99934], [0.96590, -2.07684, -5.80765], [3.22653, -2.10087, 0.36291], [-1.89733, -2.91759, -6.42335], [-2.23892, -3.27684, -1.91980], [-2.49627, 2.43449, 4.34513], [-1.03595, 6.91529, 1.57249], [-3.74238, 3.07972, -2.03962], [0.63169, -0.57094, 2.05387], [0.33380, -0.16790, -0.66692], [1.86433, -2.41241, 4.81535], [-3.80852, -1.92287, -2.74638], [3.04415, 4.34338, -6.41329], [1.21372, 2.94102, -7.20656], [-4.71813, -1.95944, -3.18383], [-3.69134, 0.10711, -2.30679], [8.01107, 0.18770, -1.75398], [-4.08753, 2.38821, 6.71809], [0.78176, -3.20879, 2.19234], [1.48916, 1.43163, 1.85125], [-1.79961, 0.66135, 0.17228], [-0.78531, -4.40684, 3.42446], [-4.35527, -4.30710, -2.39078], [7.08909, 1.85227, -0.64191], [-0.92346, 4.90146, 0.26941], [5.79545, 3.43328, -0.93362], [5.84525, -0.31455, -2.91284], [-0.07138, -2.51133, -4.77639], [-3.77279, -0.18794, 3.74251], [-5.45624, 3.17203, -0.31702], [-3.09532, -0.68891, -2.75314], [0.33469, 0.74430, 1.84492], [0.71619, 3.79121, -5.82809], [-3.98966, -1.69167, -0.10114], [-5.15921, -4.17033, -3.11402], [-1.73052, 6.89296, -1.78779], [-4.24294, 3.83171, 8.32941], [4.39518, -4.18934, -0.10290], [6.00110, -3.68468, 0.69270], [-1.96305, -2.60230, 0.94599], [-3.25328, -1.39522, 4.91008], [-0.29656, -6.08941, 4.74162], [-0.16235, 2.38980, -0.40893], [1.34032, 3.90531, -6.71440], [-4.42221, 2.16875, 8.77219], [-3.42187, 3.72338, 0.80315], [-4.49076, 1.36788, 6.18201], [-3.54281, -1.24576, 3.86992], [-3.39384, -3.13379, -2.35120], [5.00688, 2.04644, -0.21701], [0.64720, 5.58545, 0.56198], [4.70422, -0.16407, 1.77218], [-4.25773, -1.80799, 0.94896], [-4.57023, -1.59346, 3.76217], [4.67831, -0.28627, 2.85500], [2.43856, -0.61781, -2.04003], [2.70736, -3.94986, 4.58123], [0.48776, -3.06965, -0.69722], [6.09769, -1.64178, 1.42921], [-1.27521, -2.95980, -5.07212], [5.01405, 0.13085, -1.40033], [-0.03699, 4.34855, 2.43819], [-0.30909, 5.36966, 1.03846], [-1.44647, 4.66947, -2.57310], [-1.98347, 2.53632, 5.30157], [5.40336, 0.66766, 1.68549], [2.40510, 1.56613, -0.91526], [-0.19786, -4.69471, 5.95251], [-1.07143, 5.65453, -2.85074], [0.01747, 2.31158, -2.92672], [-1.44932, 1.61177, 5.52065], [0.49575, -1.37773, -6.49924], [2.95104, -2.63906, 3.39178], [-2.97608, 2.97659, 6.34674], [-1.55612, -2.19230, -7.16202], [-1.84523, -3.13499, -4.25695], [-4.40306, 1.75645, -0.37836], [5.19257, -3.45326, -0.00073]],
  "atomic_forces_ev_per_a": [[-0.268, -0.314, 0.774], [-0.464, -0.192, 0.043], [0.197, 0.122, 0.079], [-0.151, -0.493, -0.008], [-0.058, 0.683, 0.048], [-0.187, -2.485, -1.785], [0.441, -0.193, 0.183], [-0.210, -0.040, -0.180], [0.019, 0.264, 0.222], [0.108, 0.185, 0.009], [-0.416, 0.049, -0.070], [0.432, -0.493, 1.722], [2.408, 0.470, 4.391], [0.343, 0.685, -0.450], [-2.575, 3.638, 2.165], [-0.266, -0.320, 0.625], [0.011, -0.409, -0.224], [-1.035, -0.105, 0.229], [1.713, -0.155, 0.312], [0.364, -0.147, 0.629], [0.241, -0.223, -0.119], [-0.399, -0.151, 1.077], [-0.364, -0.254, 0.112], [-0.482, -0.259, -0.183], [0.483, 0.273, 0.711], [-0.032, 0.196, -0.044], [0.356, 0.090, -0.120], [0.130, 0.350, -0.112], [-0.313, -0.214, 0.392], [0.053, -0.086, -0.090], [0.004, -0.128, 0.134], [-0.052, 0.441, 0.039], [0.580, 0.300, -0.631], [-0.720, -1.434, -1.059], [1.235, -0.042, -1.173], [0.010, -0.256, -0.135], [-0.125, 0.097, 0.243], [0.242, 0.786, 0.937], [0.181, -0.005, 0.015], [2.504, -1.081, 0.679], [1.057, 0.607, 0.906], [1.932, 2.300, 1.918], [-0.245, 0.000, 0.399], [-0.372, 0.606, -0.604], [-1.343, 0.207, -0.218], [-1.350, -0.414, 1.062], [0.584, -0.225, -0.096], [-0.039, -0.141, 0.012], [0.111, -0.417, -0.222], [-0.168, 0.445, -0.498], [-0.408, 1.258, -0.062], [3.115, -0.011, -3.209], [0.554, 0.228, 0.268], [-1.803, -1.329, -0.305], [-0.993, -0.347, -0.034], [0.763, 0.197, -0.322], [-0.042, 0.402, 0.010], [-0.074, 0.112, -0.526], [0.974, -0.680, -0.351], [-0.576, -1.556, 0.657], [-0.607, 1.231, -2.817], [-0.910, -0.312, 0.906], [0.273, -0.479, 0.235], [0.105, -0.120, -0.165], [0.249, 0.883, -0.148], [-0.912, 0.988, 1.047], [-0.264, -0.094, 0.541], [-0.219, 0.331, 0.283], [0.093, 0.307, 0.063], [0.331, -0.414, -1.688], [0.716, 0.410, 0.188], [0.293, 0.342, -0.403], [0.979, -0.022, 0.448], [0.310, -0.263, -2.414], [0.732, 0.491, 0.457], [-0.359, -0.403, -0.093], [-0.019, -0.018, 0.070], [0.086, -0.201, -0.182], [-0.407, 0.171, -0.129], [0.542, -0.509, 0.279], [-0.213, -0.476, -0.072], [-1.057, -0.055, -0.556], [0.515, -0.269, -0.422], [-0.450, 0.065, 0.643], [0.198, -3.434, 1.191], [-0.950, -0.144, -0.215], [0.093, -0.173, -0.065], [-0.737, -0.883, -0.625], [-0.411, -0.513, -0.514], [-1.967, 1.348, -0.235], [0.972, -0.039, 0.491], [0.183, -0.043, 0.272], [-0.030, 0.081, 0.324], [-0.314, 0.647, 0.703], [1.077, 0.337, -0.184], [0.154, -0.890, -0.038], [-0.422, -0.367, 0.101], [-1.263, 0.375, -0.134], [-0.094, 0.025, 0.002], [-0.628, 1.931, 0.502], [0.036, -0.131, -0.510], [-0.669, 0.508, -3.023], [-0.288, 0.147, -0.168], [-0.032, -0.435, 0.048], [0.254, 0.875, -0.579], [-0.064, 0.275, 0.246], [-1.346, 0.817, 0.309], [0.039, -0.143, -0.689], [-1.611, -1.445, -1.040], [-0.209, -0.641, 0.225], [-0.222, -0.518, -0.496], [0.593, -0.886, -0.536], [-0.253, 0.031, 0.387], [-0.187, -0.166, -0.237], [-0.346, -0.024, -0.008], [2.852, 1.307, -1.080], [0.745, -0.146, 0.484], [-0.001, -0.140, -0.127], [0.296, 0.211, 0.963], [-0.875, 0.265, 0.017]],
  "charge": 2
}


Record 2
{
  "formula": "C3H15NO4",
  "method": "wB97M-V/def2-TZVPD",
  "symbols": ["O", "H", "H", "H", "H", "C", "H", "O", "H", "H", "H", "C", "H", "H", "C", "N", "H", "O", "H", "O", "H", "H", "H"],
  "xyz": [[0.16365, -1.41682, -2.58351], [5.74774, -0.76168, 0.28684], [6.00558, -0.41702, 1.78613], [-2.21396, 3.05673, -0.94792], [1.02070, -1.03659, -2.23880], [-0.23403, -0.12256, 1.35233], [-0.11578, 1.49373, -1.43429], [5.30225, -0.60513, 1.13378], [-1.04436, 0.33797, 1.94528], [-2.43551, 1.62183, -1.69201], [-0.10238, -0.45222, -0.71201], [-0.73373, 1.51622, -0.47803], [-2.11681, -1.44015, 0.45662], [-3.48233, -2.25628, 0.54823], [-2.11840, 1.95231, -0.70970], [-0.72540, 0.00241, -0.05498], [-0.18159, 1.96271, 0.27402], [-2.54561, -2.37607, 0.66556], [-2.76896, 1.62096, 0.12589], [0.99092, 0.59936, 1.36640], [1.78281, 0.13982, 1.46032], [-0.18297, -1.13950, 1.75788], [-0.01182, -2.28001, -2.30802]],
  "atomic_forces_ev_per_a": [[1.502, 3.379, -0.683], [-0.057, 0.097, 0.455], [-0.494, -0.171, -0.648], [0.275, -0.812, 1.137], [-1.407, -1.400, -0.550], [-0.275, 0.652, -1.916], [-0.765, 0.516, 1.144], [0.505, 0.076, 0.191], [0.825, 0.456, 0.120], [-0.485, -1.002, 0.148], [-0.221, -0.251, 0.379], [0.948, -3.768, -1.760], [-1.193, -2.385, 0.176], [-0.493, 0.161, -0.100], [-1.087, 1.823, -0.713], [-0.491, 0.534, 0.778], [0.808, 1.564, 1.183], [1.782, 2.369, -0.334], [0.109, 0.409, -0.750], [-1.925, 1.657, 0.957], [1.669, -1.791, 0.424], [0.345, -0.051, -0.657], [0.123, -2.064, 1.020]],
  "smiles": "CCNCO.O.O.O",
  "relative_energy_kj_mol": 211.6,
  "charge": 0
}


Record 3
{
  "formula": "C3H4N2O",
  "method": "wB97M-V/def2-TZVPD",
  "symbols": ["C", "N", "H", "N", "H", "H", "C", "O", "H", "C"],
  "xyz": [[0.13534, 0.06454, 0.00472], [-0.54191, -1.12088, -0.14335], [1.92687, -0.24726, 1.05245], [1.57532, 0.19103, 0.19574], [2.14363, -0.13784, -0.59107], [-2.65825, -1.22700, -0.37812], [-1.74843, -0.65776, -0.24530], [-1.85914, 0.68107, -0.17126], [1.60159, 1.22594, 0.27119], [-0.57502, 1.22816, 0.00502]],
  "atomic_forces_ev_per_a": [[-0.004, 0.407, 0.046], [-0.161, 0.301, 0.009], [-0.097, 0.127, -0.118], [0.128, -0.030, 0.012], [-0.145, 0.122, 0.103], [0.123, 0.027, 0.007], [-0.102, -0.165, -0.020], [-0.119, -0.082, -0.030], [0.414, -0.267, 0.023], [-0.036, -0.442, -0.031]],
  "relative_energy_kj_mol": 351.8,
  "charge": 0
}


Table of DFT total energy (eV), in record order: -206675.3917 -13032.8446 -8200.2396
Table of HOMO level (eV), in record order: -12.896 -9.191 -8.233
Table of LUMO level (eV), in record order: -11.45 0.40 0.07